*1*
The following is a quantum chemistry calculation of C7H16O as an isolated structure, from the OMol25 dataset.

The value obtained for the HOMO-LUMO gap is 9.4 eV. The spin multiplicity is 1. The calculation puts the HOMO energy at -0.3141 Eh.

Geometry (Å):
C (-0.0564, 0.4691, -0.9899)
C (0.7427, 1.4484, -1.8470)
C (0.2673, -0.9637, -1.4042)
C (-1.5423, 0.7932, -1.0816)
C (0.5537, 0.9441, 0.6470)
O (0.2353, 2.0551, 1.0506)
H (1.5547, 0.4983, 0.7214)
H (0.5853, 2.4782, -1.5188)
H (1.8155, 1.2397, -1.8072)
H (0.0352, -1.1246, -2.4629)
H (1.3275, -1.1898, -1.2570)
H (-1.7460, 1.7583, -0.6090)
H (0.4311, 1.3867, -2.8957)
H (-0.3188, -1.6928, -0.8369)
H (-1.8754, 0.8350, -2.1238)
H (-2.1506, 0.0320, -0.5834)
C (-0.4241, -0.5412, 2.0154)
C (0.5224, -1.6802, 2.3251)
H (0.6059, -2.3706, 1.4830)
H (-0.4392, 0.2151, 2.7985)
H (-1.4578, -0.8783, 1.8921)
H (-0.3649, -0.1598, 0.7277)
H (0.1778, -2.2483, 3.1944)
H (1.5210, -1.3041, 2.5621)

*2*
The following is a quantum chemistry calculation of a 2-piece molecular cluster, C7H16O overall, from the OMol25 dataset.

The value obtained for the HOMO-LUMO gap is 9.0 eV. The spin multiplicity is 1. As for the SMILES: CCC(C)=C(C)C.O. The calculation puts the HOMO energy at -0.3048 Eh.

Geometry (Å):
C (1.7160, -0.2419, 2.6267)
C (1.4284, -1.2268, 1.4820)
C (0.3455, -0.7774, 0.4894)
C (-0.9516, -1.6073, 0.5834)
C (0.6345, 0.2435, -0.4301)
C (-0.5034, 0.7027, -1.3375)
C (1.9320, 0.9596, -0.6067)
H (0.9251, -0.3864, 3.3818)
H (1.6809, 0.8034, 2.2762)
H (2.6944, -0.4204, 3.1035)
H (2.4077, -1.3745, 0.9874)
H (1.1311, -2.1921, 1.9350)
H (-0.7951, -2.6450, 0.2439)
H (-1.7487, -1.1533, -0.0290)
H (-1.2841, -1.6275, 1.6349)
H (-1.4799, 0.6032, -0.8343)
H (-0.4913, 0.0369, -2.2168)
H (-0.3902, 1.7440, -1.6831)
H (2.0699, 1.5191, -1.5472)
H (2.7282, 0.2002, -0.5291)
H (2.0318, 1.6616, 0.2382)
O (-4.7083, 1.8697, -3.6305)
H (-4.0391, 1.2597, -3.2453)
H (-5.3341, 2.0491, -2.8927)

Tell me which of them is the most stable. Sure, it is *2*.

*1*
The following is a quantum chemistry calculation of C6H7NO in the gas phase, from the OMol25 dataset.

The value obtained for the HOMO-LUMO gap is 8.6 eV. The spin multiplicity is 1. As for the SMILES: CC1=C/C(=C\O)C=N1. The calculation puts the HOMO energy at -0.3258 Eh.

Geometry (Å):
C (-0.0051, 1.4351, -2.2115)
C (-0.1321, 0.2808, -1.1186)
C (0.5135, 0.3552, 0.0637)
C (-0.0766, -0.6761, 0.8187)
C (0.2055, -1.2225, 2.0619)
O (1.2166, -0.6807, 2.8712)
C (-1.1754, -1.2415, 0.1605)
N (-1.0590, -0.8269, -1.0684)
H (-0.6294, 2.5306, -2.2775)
H (-0.3886, 1.0547, -3.4050)
H (0.9880, 1.7483, -2.2257)
H (1.3061, 0.7935, 0.7325)
H (-0.5178, -1.7773, 2.6039)
H (1.6378, 0.0199, 2.1286)
H (-1.8837, -1.7931, 0.8658)

*2*
The following is a quantum chemistry calculation of a 3-piece molecular cluster, C6H7NO overall, from the OMol25 dataset.

The value obtained for the HOMO-LUMO gap (alpha / beta) is 5.6 / 7.3 eV. The spin multiplicity is 1. The calculation puts the HOMO energy (alpha / beta) at -0.2642 / -0.2957 Eh.

Geometry (Å):
C (1.8706, 1.8527, 0.0036)
C (0.1556, -1.8932, -0.2418)
C (1.5974, 0.6455, 0.8187)
C (-0.2073, -0.5335, 0.1022)
N (-0.6412, 0.5076, 0.4142)
C (-2.7008, -0.6434, -0.3096)
C (-3.7918, -0.0890, -0.4113)
O (2.0942, 0.1054, 1.7192)
H (1.8000, 1.6027, -1.0547)
H (2.8559, 2.2508, 0.2548)
H (1.0826, 2.5763, 0.2194)
H (-0.7770, -2.4611, -0.1940)
H (0.5480, -1.9337, -1.2588)
H (0.8944, -2.2794, 0.4627)
H (-4.7806, 0.2923, -0.5246)

*3*
The following is a quantum chemistry calculation of C6H7NO as an isolated structure, from the OMol25 dataset.

The value obtained for the HOMO-LUMO gap is 8.8 eV. The spin multiplicity is 1. The calculation puts the HOMO energy at -0.2880 Eh.

Geometry (Å):
C (-2.0378, -1.1280, -0.0247)
C (-0.8937, -0.1954, 0.0553)
C (0.4743, 1.7653, -0.1220)
C (1.1345, 0.5926, -0.1927)
C (2.3366, -0.3110, 0.1175)
C (0.4448, -0.5729, -0.0441)
H (-1.5455, -2.0844, -0.2009)
H (-2.6116, -0.8507, -0.9380)
H (-2.7861, -1.0459, 0.7146)
H (-1.6282, 1.6274, 0.5323)
H (0.4685, 2.9004, -0.2751)
H (2.7876, 0.0309, 1.1818)
H (3.2014, -0.3737, -0.6684)
N (-0.8263, 1.1564, -0.0209)
O (1.4815, -1.5109, -0.1147)

*4*
The following is a quantum chemistry calculation of C6H7NO in the gas phase, from the OMol25 dataset.

The value obtained for the HOMO-LUMO gap is 10.7 eV. The spin multiplicity is 1. As for the SMILES: C#C[C@H](C=C)NC=O. The calculation puts the HOMO energy at -0.3630 Eh.

Geometry (Å):
C (1.7335, -1.9667, -1.0175)
C (0.9207, -1.1138, -0.8935)
C (-0.1527, -0.0129, -0.4014)
C (0.4448, 1.3235, -0.8979)
C (0.5080, 2.3062, 0.0013)
N (-0.5269, -0.2121, 1.0226)
C (-1.7685, -0.7557, 1.2204)
O (-2.6190, -0.9200, 0.3240)
H (2.5564, -2.6678, -1.2540)
H (-1.1028, -0.3852, -0.7742)
H (0.8954, 1.1877, -1.9427)
H (0.0990, 2.0613, 0.9565)
H (0.7339, 3.2618, -0.2227)
H (0.2758, -0.7560, 1.5679)
H (-1.9977, -1.3504, 2.3111)

Tell me which of them is the most stable. Sure, it is *4*.

*1*
The following is a quantum chemistry calculation of C5H12BN in the gas phase, from the OMol25 dataset.

The value obtained for the HOMO-LUMO gap is 9.0 eV. The spin multiplicity is 1. As for the SMILES: CCN(C)B1CC1. The calculation puts the HOMO energy at -0.3012 Eh.

Geometry (Å):
C (-0.4644, 1.4122, 1.6925)
C (0.8262, 0.8549, 1.2469)
N (0.5778, 0.1215, -0.3681)
C (1.5616, 0.7260, -1.2509)
B (-0.3918, -0.8082, -0.5047)
C (-1.0620, -1.4814, -1.7426)
C (-1.5475, -1.7746, -0.3313)
H (-1.2149, 0.9134, 1.1694)
H (-0.6225, 1.0373, 2.6936)
H (-0.6620, 2.4531, 1.4374)
H (1.6008, 1.5970, 0.9786)
H (1.1788, 0.0400, 1.8500)
H (1.4350, 0.1810, -2.1768)
H (1.4811, 1.8670, -1.3485)
H (2.5649, 0.7706, -0.9009)
H (-1.5922, -0.7807, -2.3271)
H (-0.6886, -2.2090, -2.3848)
H (-1.2852, -2.8515, -0.1642)
H (-2.5097, -1.4059, -0.1785)

*2*
The following is a quantum chemistry calculation of a 2-piece molecular cluster, C5H12BN overall, from the OMol25 dataset.

The value obtained for the HOMO-LUMO gap is 10.0 eV. The spin multiplicity is 1. As for the SMILES: CC/B=N/C.C=C. The calculation puts the HOMO energy at -0.3440 Eh.

Geometry (Å):
C (0.4499, 0.9577, 2.3940)
C (1.8574, 0.5730, 1.8444)
B (1.5454, -0.0864, 0.4118)
N (1.3576, -0.2249, -0.8534)
C (1.0501, -0.4404, -2.1624)
H (0.5870, 1.8258, 3.1345)
H (-0.1602, 0.0898, 2.7731)
H (-0.2494, 1.2822, 1.5322)
H (2.3586, -0.1176, 2.5001)
H (2.4672, 1.4925, 1.7580)
H (1.7875, -0.0261, -2.8477)
H (1.0013, -1.4739, -2.4463)
H (0.0578, -0.0692, -2.3233)
C (-2.1301, -0.4750, -0.4001)
C (-2.5836, -0.8471, -1.5742)
H (-2.3819, -0.9603, 0.5344)
H (-1.3553, 0.3061, -0.1653)
H (-3.3691, -1.5421, -1.6769)
H (-2.2902, -0.2640, -2.4329)

Tell me which of them is the most stable. Sure, it is *2*.

*1*
The following is a quantum chemistry calculation of C4H10N2O4S in the gas phase, from the OMol25 dataset.

The value obtained for the HOMO-LUMO gap is 11.1 eV. The spin multiplicity is 1. As for the SMILES: CC(C)(C)N1NOS(=O)(=O)O1. The calculation puts the HOMO energy at -0.3826 Eh.

Geometry (Å):
C (-0.8021, 1.7526, 0.3545)
C (-0.6457, 0.3445, -0.1575)
C (-1.4107, 0.3572, -1.5296)
C (-1.1316, -0.8960, 0.6638)
N (0.8099, 0.2420, -0.4759)
N (1.6696, 0.7963, 0.4326)
O (2.0544, -0.1864, 1.4572)
S (2.0593, -1.6030, 0.6085)
O (1.4552, -2.5759, 1.4111)
O (3.3652, -1.8577, 0.0496)
O (1.1441, -1.1356, -0.6170)
H (-0.2841, 1.9756, 1.1626)
H (-0.6160, 2.3053, -0.5353)
H (-1.8186, 1.9452, 0.4936)
H (-1.3584, -0.5347, -2.0718)
H (-0.8328, 1.0001, -2.2269)
H (-2.3561, 0.7050, -1.4422)
H (-1.8180, -0.6120, 1.4512)
H (-1.7871, -1.6061, -0.0505)
H (-0.3320, -1.4776, 1.0919)
H (2.6355, 1.0612, -0.0697)

*2*
The following is a quantum chemistry calculation of C4H10N2O4S in the gas phase, from the OMol25 dataset.

The value obtained for the HOMO-LUMO gap is 10.9 eV. The spin multiplicity is 1. As for the SMILES: CC(C)/N=[N+](\[O-])OS(C)(=O)=O. The calculation puts the HOMO energy at -0.3757 Eh.

Geometry (Å):
C (-2.5068, 1.7039, -0.2346)
C (-1.8249, 0.3453, -0.0966)
C (-2.7212, -0.6667, 0.6081)
N (-0.6015, 0.5611, 0.6524)
N (0.4233, 0.1056, 0.1255)
O (0.5423, -0.6677, -0.8098)
O (1.6463, 0.4997, 0.6816)
S (3.1247, 0.2549, -0.2083)
C (3.3077, -1.5244, -0.0733)
O (2.9310, 0.7082, -1.5392)
O (4.0672, 0.9012, 0.6310)
H (-1.8400, 2.4189, -0.7097)
H (-3.3952, 1.5996, -0.8506)
H (-2.7876, 2.0883, 0.7396)
H (-1.5773, -0.0354, -1.0962)
H (-2.2080, -1.6183, 0.7076)
H (-3.6197, -0.8169, 0.0172)
H (-2.9970, -0.3035, 1.5934)
H (4.0478, -1.6899, 0.6976)
H (2.3608, -1.9622, 0.1971)
H (3.6280, -1.9016, -1.0327)

*3*
The following is a quantum chemistry calculation of C4H10N2O4S in the gas phase, from the OMol25 dataset.

The value obtained for the HOMO-LUMO gap is 9.5 eV. The spin multiplicity is 1. As for the SMILES: CC(=O)N[C@@](C)(N)S(=O)(=O)O. The calculation puts the HOMO energy at -0.3348 Eh.

Geometry (Å):
C (2.4265, 1.6504, -0.4560)
C (1.7701, 0.4847, 0.1469)
O (2.3982, -0.4230, 0.6109)
N (0.3941, 0.4917, 0.0343)
C (-0.3861, -0.7282, 0.2305)
C (-0.3430, -1.6922, -0.8805)
N (-0.2601, -1.1234, 1.4772)
S (-2.2513, 0.0862, -0.1301)
O (-3.1968, -0.8850, -0.5452)
O (-1.8771, 1.2891, -0.8554)
O (-2.5317, 0.7989, 1.3501)
H (1.6704, 2.4315, -0.7455)
H (2.7761, 1.2600, -1.4724)
H (3.2452, 1.9312, 0.1791)
H (-0.0685, 1.3107, -0.3088)
H (-1.2731, -2.2533, -0.9680)
H (-0.2585, -1.1928, -1.8229)
H (0.4209, -2.4225, -0.8143)
H (-0.2482, -2.1172, 1.6564)
H (0.3346, -0.7127, 2.1048)
H (-2.7417, 1.8161, 1.2092)

*4*
The following is a quantum chemistry calculation of C4H10N2O4S in the gas phase, from the OMol25 dataset.

The value obtained for the HOMO-LUMO gap is 10.3 eV. The spin multiplicity is 1. As for the SMILES: CS(=O)(=O)[C@](N)(CN)C(=O)O. The calculation puts the HOMO energy at -0.3610 Eh.

Geometry (Å):
C (2.3507, 0.8988, -1.2795)
S (1.6464, 0.1335, 0.2059)
O (2.0284, 0.8548, 1.3874)
O (2.0733, -1.2629, 0.2087)
C (-0.3214, -0.0534, 0.0617)
N (-0.6829, -0.7293, 1.2154)
C (-0.4723, -0.7542, -1.3296)
N (-1.3986, -1.8889, -1.0437)
C (-0.9044, 1.3956, 0.0566)
O (-0.4146, 2.2073, -0.6466)
O (-1.8656, 1.5980, 0.9525)
H (3.0696, 1.6568, -1.3233)
H (2.8298, 0.0664, -1.8978)
H (1.4903, 1.3134, -1.8095)
H (-0.2787, -0.4637, 2.0491)
H (-0.5932, -1.6546, 1.0046)
H (0.5357, -0.9771, -1.7025)
H (-1.0985, -0.1980, -2.0946)
H (-1.7918, -2.2580, -1.9010)
H (-0.9218, -2.8032, -0.5460)
H (-2.0113, 0.7977, 1.4908)

Tell me which of them is the most stable. Sure, it is *3*.

*1*
The following is a quantum chemistry calculation of C6H14O3 as an isolated structure, from the OMol25 dataset.

The value obtained for the HOMO-LUMO gap is 8.8 eV. The spin multiplicity is 1. The calculation puts the HOMO energy at -0.2939 Eh.

Geometry (Å):
C (2.1779, 0.1881, 0.5356)
C (0.0680, -0.2263, -0.7897)
C (0.2485, 0.3500, 0.5077)
C (-1.8786, -0.0791, -0.7922)
C (-0.0231, 1.8220, 0.7130)
C (-2.5214, -1.1978, -0.0046)
O (2.7519, 0.9812, -0.4722)
O (2.6700, -1.1244, 0.4685)
O (0.3775, -1.5533, -0.9981)
H (2.3020, -1.5171, -0.3424)
H (3.7139, 0.9780, -0.3329)
H (0.0339, -2.0918, -0.2680)
H (2.4447, 0.5712, 1.5259)
H (0.4022, 0.3657, -1.6383)
H (-0.0352, -0.2965, 1.3376)
H (-2.2879, 0.8927, -0.5120)
H (-2.0697, -0.1791, -1.8632)
H (-1.0549, 1.9871, 1.0287)
H (0.6326, 2.2264, 1.4887)
H (0.1531, 2.3922, -0.2015)
H (-3.6097, -1.2268, -0.1489)
H (-2.1428, -2.1762, -0.3144)
H (-2.3529, -1.0862, 1.0731)

*2*
The following is a quantum chemistry calculation of a 3-piece molecular cluster, C6H14O3 overall, from the OMol25 dataset.

The value obtained for the HOMO-LUMO gap is 7.7 eV. The spin multiplicity is 1. The calculation puts the HOMO energy at -0.2690 Eh.

Geometry (Å):
C (-1.1704, 0.6632, 0.0021)
C (0.8060, -0.4355, -0.1701)
C (0.7180, 0.1138, 1.1051)
C (-2.2490, 0.2391, 0.9718)
C (0.4705, -1.8809, -0.3586)
C (1.4501, 0.2320, -1.3453)
O (-1.6462, 0.3395, -1.2719)
O (-0.8684, 2.0283, 0.0747)
O (2.5943, -0.4489, 1.2017)
H (-1.1865, 0.8318, -1.9628)
H (-1.6702, 2.5490, -0.0959)
H (3.1084, 0.3561, 1.0442)
H (0.2030, -0.4482, 1.8708)
H (0.9764, 1.0620, 1.5538)
H (-3.2016, 0.7168, 0.7080)
H (-1.9991, 0.5382, 1.9876)
H (-2.3809, -0.8421, 0.9373)
H (-0.3486, -1.9708, -1.0783)
H (1.3392, -2.4096, -0.7504)
H (0.1688, -2.3577, 0.5711)
H (2.4465, -0.1823, -1.5002)
H (1.5120, 1.3099, -1.2168)
H (0.9275, -0.0038, -2.2779)

*3*
The following is a quantum chemistry calculation of a 3-piece molecular cluster, C6H14O3 overall, from the OMol25 dataset.

The value obtained for the HOMO-LUMO gap (alpha / beta) is 8.5 / 8.5 eV. The spin multiplicity is 1. The calculation puts the HOMO energy (alpha / beta) at -0.2913 / -0.2913 Eh.

Geometry (Å):
C (-1.1734, 0.7155, 0.0489)
C (-2.1529, 0.0627, 0.9986)
C (-0.9172, 2.1966, 0.2227)
O (-1.2512, 0.3135, -1.1816)
O (0.0467, -1.8426, -1.1103)
H (0.1126, 0.4113, -1.8134)
H (-0.7588, -1.2449, -1.2353)
H (-2.0792, -1.0221, 0.9278)
H (-3.1625, 0.3528, 0.6912)
H (-2.0000, 0.3671, 2.0321)
H (-0.7800, 2.4785, 1.2648)
H (-1.7827, 2.7356, -0.1760)
H (-0.0406, 2.4973, -0.3505)
C (2.3909, -1.6548, -0.6952)
C (0.6592, 0.0188, 1.0457)
C (1.0910, -1.0425, -1.0790)
O (1.1104, 0.0181, -1.8363)
H (2.2586, -2.3401, 0.1372)
H (2.7531, -2.2223, -1.5569)
H (0.7346, -1.0016, 1.4195)
H (1.6135, 0.5026, 0.8400)
H (0.2107, 0.5855, 1.8567)
H (3.1174, -0.8850, -0.4508)

Tell me which of them is the most stable. Sure, it is *3*.

*1*
The following is a quantum chemistry calculation of a 2-piece molecular cluster, C2H9N2S overall, from the OMol25 dataset.

The charge is +1. The value obtained for the HOMO-LUMO gap (alpha / beta) is 6.0 / 6.4 eV. The spin multiplicity is 3. The calculation puts the HOMO energy (alpha / beta) at -0.3431 / -0.4995 Eh.

Geometry (Å):
C (0.6604, -0.5818, -1.2663)
C (0.2725, -0.1246, 0.7891)
N (-0.8933, -0.4836, 1.4377)
N (0.1944, 1.4896, 0.5272)
S (-2.4557, -0.3854, 0.7117)
H (0.1856, -1.5064, -1.3458)
H (1.7158, -0.5499, -1.5122)
H (0.1848, 0.1046, -1.8769)
H (1.2068, -0.4169, 1.3953)
H (-0.8666, -1.3419, 2.0200)
H (-0.3189, 1.5843, -0.2931)
H (1.0078, 1.9277, 0.2632)
H (-0.1732, 2.1092, 1.2396)
H (-2.2630, -1.4679, -0.0418)

*2*
The following is a quantum chemistry calculation of a 2-piece molecular cluster, C2H9N2S overall, from the OMol25 dataset.

The charge is +1. The value obtained for the HOMO-LUMO gap (alpha / beta) is 5.5 / 6.1 eV. The spin multiplicity is 3. The calculation puts the HOMO energy (alpha / beta) at -0.3450 / -0.4939 Eh.

Geometry (Å):
C (-2.7047, 0.6446, 0.0785)
C (-0.9592, 0.1281, -0.1301)
N (-0.7378, -1.1926, 0.0669)
N (2.8222, 0.0723, 0.0429)
S (0.1498, 1.3360, -0.4082)
H (-2.7165, 1.0778, -0.9947)
H (-2.8009, 1.3164, 0.8994)
H (-3.3230, -0.1950, 0.1003)
H (-1.4004, -1.9740, 0.0393)
H (0.2403, -1.4504, -0.1174)
H (3.1069, 0.1573, 1.0651)
H (2.8916, -0.9393, -0.0222)
H (3.6626, 0.5946, -0.3588)
H (1.7692, 0.4243, -0.2610)

Tell me which of them is the most stable. Sure, it is *2*.